[1]
The following is a quantum chemistry calculation of a structure of composition C9H10EuN2O4S in a non-equilibrium geometry, from the Open Molecules 2025 dataset.

```
27
Properties=species:S:1:pos:R:3:forces:R:3
Eu 0.273 -1.282 -0.040 -0.3 0.6 0.8
C -0.535 0.372 1.720 -1.3 3.3 2.3
O -0.882 1.294 2.296 0.9 -2.4 -1.4
C -0.071 -2.661 2.437 -0.2 -0.7 1.4
O -0.210 -3.193 3.420 0.2 0.6 -1.1
C 2.433 -0.975 1.102 5.8 1.4 1.7
O 3.521 -0.704 1.368 -4.1 -1.1 -0.9
C -2.100 -1.944 -0.065 -6.0 -1.1 -1.3
O -3.197 -2.141 -0.361 4.2 0.7 1.2
C 1.026 -3.154 -1.414 -0.2 0.8 0.0
H 0.122 -2.848 -2.070 1.5 -1.2 0.6
H 1.934 -2.461 -1.604 -1.0 -1.7 0.0
C 0.865 -3.812 -0.244 0.2 -0.9 0.1
H 1.672 -3.894 0.542 -0.7 -0.1 -1.2
H -0.112 -4.275 0.082 1.1 0.3 -0.7
S 0.522 0.118 -2.182 -0.4 2.0 0.0
C -0.014 1.449 -1.136 -0.3 2.5 -1.0
N -1.253 1.976 -1.071 1.1 -1.2 0.3
C -1.370 3.252 -0.391 -0.7 0.4 0.0
C 0.067 3.534 0.002 0.4 0.6 0.3
N 0.757 2.370 -0.525 -0.6 -1.5 -0.1
H -2.008 1.498 -1.447 -1.6 -0.8 -1.0
H -2.039 3.182 0.474 0.1 0.0 -0.2
H -1.764 4.008 -1.078 0.0 -0.2 0.1
H 0.200 3.618 1.086 0.0 0.0 -0.2
H 0.451 4.442 -0.470 0.0 -0.2 0.1
H 1.712 2.229 -0.434 2.0 0.0 0.0
```
Positions in Å, forces in eV/Å.

Results
Gap between HOMO and LUMO (alpha / beta) in Ha: 0.2828 / 0.3143
Multiplicity: 8
Highest occupied orbital energy (alpha / beta) in Ha: -0.58701 / -0.61524
E_LUMO (alpha / beta) in eV: -8.278 / -8.190
Charge: +2


[2]
The following is a quantum chemistry calculation of a structure of composition C9H10GdO5 in a non-equilibrium geometry, from the Open Molecules 2025 dataset.

```
25
Properties=species:S:1:pos:R:3:forces:R:3
O -4.414 2.616 -1.528 1.2 0.2 -0.4
C -3.237 2.992 -1.001 1.5 -0.1 1.6
O -1.954 2.794 -1.751 -2.3 -2.2 1.6
C -1.203 1.739 -1.048 2.7 1.7 1.7
C 0.273 1.402 -1.685 -0.1 0.8 -0.5
C 1.204 0.399 -0.774 1.0 0.4 0.2
C 0.363 -0.639 0.177 0.5 0.1 -0.4
C 1.281 -1.602 1.136 -2.2 -0.3 -0.4
C 0.542 -2.754 1.771 2.5 0.2 0.6
C 1.675 -3.527 2.719 -1.8 -3.0 2.2
O 1.436 -4.575 3.512 2.2 7.7 -5.8
O 2.923 -2.744 2.490 -1.2 0.7 -0.8
C 2.855 -1.546 1.589 2.8 2.2 -0.5
O 3.821 -0.670 1.265 -7.4 -6.7 2.5
H -3.282 3.460 0.086 0.2 -0.7 -2.4
H -1.030 2.108 0.074 -0.6 -1.1 -2.3
H -1.803 0.735 -0.993 4.1 3.8 2.7
H 0.857 2.440 -1.776 -1.4 -2.2 0.1
H 0.148 1.001 -2.781 0.3 0.7 2.0
H 1.921 -0.169 -1.540 -1.7 1.0 1.8
H 1.936 1.046 -0.093 -1.7 -1.4 -1.4
H -0.414 -0.095 0.901 1.8 -1.0 -1.2
H -0.313 -1.290 -0.561 1.5 0.6 1.7
H -0.602 -3.045 1.629 2.7 0.6 0.5
Gd -2.984 -0.077 -1.818 -4.6 -1.9 -3.2
```
Positions in Å, forces in eV/Å.

Results
Gap between HOMO and LUMO (alpha / beta) in Ha: 0.2117 / 0.2127
Multiplicity: 8
Highest occupied orbital energy (alpha / beta) in Ha: -0.68293 / -0.76785
E_LUMO (alpha / beta) in eV: -12.823 / -15.105
Charge: +3


[3]
The following is a quantum chemistry calculation of an isolated molecule of C9H10INO2 in a non-equilibrium geometry, from the Open Molecules 2025 dataset.

```
23
Properties=species:S:1:pos:R:3:forces:R:3
C -0.370 -0.028 -1.843 -0.7 0.4 -1.9
C -0.613 0.610 -0.729 -0.8 0.6 1.0
I -2.646 1.367 -0.612 0.7 -0.3 0.4
C 0.341 1.028 0.355 2.1 2.1 0.1
C 1.776 0.320 0.223 -0.3 2.1 0.3
C 0.613 2.579 0.103 -0.2 0.0 0.4
O -0.105 0.981 1.754 0.0 -2.1 -1.0
C -0.242 -0.368 2.184 1.0 0.5 -0.6
O -1.573 -0.816 2.250 -1.9 -0.4 0.9
C -0.825 -1.396 1.313 1.2 2.2 1.3
C -0.888 -1.973 0.185 0.1 -0.5 0.7
C -1.175 -2.847 -0.661 1.0 2.0 1.8
N -1.500 -3.651 -1.434 -2.1 -3.6 -3.3
H -1.288 -0.160 -2.444 1.1 -0.2 -0.2
H 0.602 -0.247 -2.305 -0.4 -0.3 0.6
H 2.021 -0.291 1.100 -0.1 0.1 -0.4
H 2.535 1.180 0.139 -0.9 -1.5 0.3
H 1.801 -0.234 -0.699 0.3 -0.4 0.0
H 1.001 2.978 1.092 -0.4 -0.3 -1.3
H -0.337 3.130 -0.200 1.3 -0.7 0.5
H 1.409 2.684 -0.695 -1.1 0.0 0.9
H 0.407 -0.683 3.008 -0.3 0.5 0.0
H -0.943 -4.162 -2.082 0.5 -0.1 -0.3
```
Positions in Å, forces in eV/Å.

Results
Structure (SMILES): C=C(I)C(C)(C)O[C@H]1OC1=C=C=N
Gap between HOMO and LUMO in Ha: 0.3198
Highest occupied orbital energy in Ha: -0.30846
E_LUMO in eV: 0.309


[4]
The following is a quantum chemistry calculation of a cluster of 2 separate species, C9H10N2O2 in total in a non-equilibrium geometry, from the Open Molecules 2025 dataset.

```
23
Properties=species:S:1:pos:R:3:forces:R:3
C 3.919 -0.029 0.171 1.3 -1.0 1.0
C 3.229 0.846 -0.581 -1.3 0.8 -0.8
C 3.303 -1.167 0.697 -0.4 -2.3 0.6
C 1.821 0.687 -0.745 1.8 3.7 -1.5
C 1.910 -1.349 0.489 2.0 0.4 0.8
C 1.282 -0.348 -0.130 -1.8 0.1 -0.7
C -3.854 -0.248 -0.606 0.9 -1.6 1.1
C -2.921 -1.403 -0.102 -1.5 1.6 -0.3
C -2.627 0.079 0.258 0.2 1.1 0.4
N -1.530 0.781 -0.334 -0.5 -2.1 -2.1
N -0.955 1.780 0.319 -0.7 3.8 2.6
O -0.484 2.730 -0.362 -0.6 -2.4 0.5
O -1.054 1.871 1.567 0.5 -0.8 -1.7
H 4.945 0.312 0.340 -0.1 -1.0 0.2
H 3.835 1.658 -0.995 -0.9 0.0 -0.1
H 3.806 -2.063 1.221 -0.4 2.0 -0.7
H 1.346 1.570 -1.246 -0.1 -1.3 0.4
H 1.317 -2.118 0.883 -0.2 -1.4 0.6
H -3.763 0.022 -1.611 0.4 0.1 -1.5
H -4.894 -0.179 -0.299 0.4 0.3 0.8
H -3.268 -1.978 0.776 0.2 0.3 -0.8
H -2.475 -1.956 -0.940 0.5 0.6 0.8
H -2.889 0.501 1.229 0.2 -0.8 0.1
```
Positions in Å, forces in eV/Å.

Results
Gap between HOMO and LUMO (alpha / beta) in Ha: 0.2220 / 0.3397
Highest occupied orbital energy (alpha / beta) in Ha: -0.31770 / -0.34518
E_LUMO (alpha / beta) in eV: -2.603 / -0.149


[5]
The following is a quantum chemistry calculation of an isolated molecule of C9H10N2O2 in a non-equilibrium geometry, from the Open Molecules 2025 dataset.

```
23
Properties=species:S:1:pos:R:3:forces:R:3
O -2.585 -0.730 -0.691 0.7 -0.8 -0.4
C -1.616 -1.034 0.221 -1.0 -0.9 1.2
C -0.445 -1.622 0.081 -0.1 -0.1 1.8
C 0.373 -1.650 1.319 0.9 0.7 0.0
C 0.558 -0.507 2.047 1.6 -4.2 1.0
C -0.199 0.620 1.831 -2.0 3.6 -0.4
C -0.438 1.344 0.722 0.4 3.4 0.3
O -1.399 2.381 0.825 0.6 -0.7 -0.6
C 0.372 1.447 -0.527 -1.1 0.3 0.2
C 1.224 0.446 -0.978 -0.2 0.8 -1.6
C 1.448 0.730 -2.290 -0.2 2.8 0.1
N 0.943 2.018 -2.518 -0.9 -1.9 1.0
N 0.178 2.398 -1.451 0.2 -0.2 0.0
H -2.370 -1.209 -1.531 -0.2 0.7 1.0
H -1.789 -0.864 1.318 -1.1 0.4 -1.7
H -0.011 -2.009 -0.773 0.6 -0.6 -1.9
H 0.915 -2.576 1.514 -0.1 0.3 0.4
H 1.043 -0.534 3.063 -0.1 -0.3 -1.3
H -0.792 0.872 2.725 0.0 0.3 -0.6
H -1.448 2.893 -0.018 0.4 -0.7 0.7
H 1.642 -0.242 -0.343 0.7 -1.9 0.8
H 1.855 0.270 -3.132 1.1 -1.0 -0.7
H 0.832 2.454 -3.435 -0.1 -0.1 0.8
```
Positions in Å, forces in eV/Å.

Results
Structure (SMILES): O/C=C/C=C\C=C(\O)c1cc[nH]n1
Gap between HOMO and LUMO in Ha: 0.2933
Highest occupied orbital energy in Ha: -0.27046
E_LUMO in eV: 0.621


[6]
The following is a quantum chemistry calculation of a cluster of 3 separate species, C9H10N2O2S in total in a non-equilibrium geometry, from the Open Molecules 2025 dataset.

```
24
Properties=species:S:1:pos:R:3:forces:R:3
C -0.926 1.882 1.593 1.2 -3.3 -1.8
C -0.115 2.011 0.459 -0.8 1.9 0.7
C -1.187 0.496 1.861 -0.7 2.8 1.8
C 0.438 1.005 -0.298 -0.2 0.4 0.2
C 0.210 -0.310 0.173 -0.7 2.3 -0.5
C 2.281 -0.755 2.876 -0.9 0.9 0.9
C 2.025 0.158 -2.254 -0.7 -0.6 0.3
C 0.813 -1.440 -0.207 1.5 -2.0 -1.5
C 0.430 -2.726 -0.717 -0.7 -2.5 1.1
N -0.643 -0.457 1.196 -0.5 -2.4 0.5
N -2.602 0.917 -1.983 1.7 0.5 0.8
O 2.114 -1.797 2.441 0.3 -1.8 -0.8
O 2.316 0.277 3.391 0.5 0.8 0.0
S 1.368 1.516 -1.696 -0.1 -0.3 0.6
H -1.265 2.713 2.128 -0.6 0.9 0.7
H 0.049 3.033 0.132 0.2 0.0 -0.1
H -1.861 0.230 2.727 0.7 0.1 -1.1
H 2.615 0.470 -3.106 0.4 -0.1 -0.4
H -0.538 -3.019 -1.230 0.7 1.2 0.5
H 0.432 -3.399 0.260 0.0 1.4 -1.4
H 1.216 -3.265 -1.252 0.3 0.4 0.0
H -2.048 1.660 -2.455 -0.6 -0.9 0.5
H -3.190 0.454 -2.673 0.6 -0.4 0.5
H -1.933 0.344 -1.367 -1.8 0.8 -1.8
```
Positions in Å, forces in eV/Å.

Results
Gap between HOMO and LUMO in Ha: 0.2545
Highest occupied orbital energy in Ha: -0.27648
E_LUMO in eV: -0.598


[7]
The following is a quantum chemistry calculation of an isolated molecule of C9H10N2O3 in a non-equilibrium geometry, from the Open Molecules 2025 dataset.

```
24
Properties=species:S:1:pos:R:3:forces:R:3
N -1.217 2.084 1.145 5.7 3.7 2.9
C 0.247 1.620 0.871 0.2 -1.5 0.1
C 0.204 0.271 1.653 -0.1 -0.9 -0.7
C -0.644 -0.849 0.946 -1.7 1.9 -0.2
O -1.751 -1.093 1.405 0.7 -0.2 0.3
C -0.348 -1.293 -0.444 1.5 -0.4 -0.7
C 0.956 -1.219 -0.980 -0.7 -1.8 -2.1
C 1.166 -1.769 -2.311 -2.4 0.6 2.6
C 0.072 -2.355 -2.974 -0.6 0.3 0.9
N -1.208 -2.368 -2.517 1.3 1.0 2.6
C -1.359 -1.844 -1.242 -0.9 -0.9 -1.2
C 1.445 2.586 1.243 3.7 0.0 2.3
O 2.602 2.082 0.919 -4.0 0.8 0.0
O 1.261 3.588 1.993 -1.2 -1.6 -1.8
H -1.325 3.069 1.002 0.0 0.9 -0.2
H -1.381 1.897 2.119 0.0 0.2 0.7
H -1.824 1.591 0.690 -4.7 -3.7 -3.9
H 0.438 1.375 -0.183 -0.8 0.4 0.1
H -0.255 0.396 2.641 0.3 0.0 -0.1
H 1.186 -0.124 1.774 1.0 0.1 0.2
H 1.792 -0.975 -0.349 0.3 0.6 -0.1
H 2.117 -1.779 -2.741 1.4 -0.1 -0.5
H 0.198 -2.934 -3.878 0.2 0.3 -0.3
H -2.371 -1.956 -0.781 0.9 0.3 -0.7
```
Positions in Å, forces in eV/Å.

Results
Structure (SMILES): [NH3+][C@H](CC(=O)c1cccnc1)C(=O)[O-]
Gap between HOMO and LUMO in Ha: 0.2939
Highest occupied orbital energy in Ha: -0.32218
E_LUMO in eV: -0.769


[8]
The following is a quantum chemistry calculation of a structure of composition C9H10N2Ru in a non-equilibrium geometry, from the Open Molecules 2025 dataset.

```
22
Properties=species:S:1:pos:R:3:forces:R:3
C -0.016 -1.758 -1.199 -0.3 -1.6 0.2
C -1.316 -1.651 -0.589 -0.4 -1.6 -0.6
C -1.201 -2.038 0.794 0.3 -2.0 -0.6
C 0.174 -2.409 1.036 -1.1 -1.8 -0.8
C 0.903 -2.239 -0.197 -0.7 -1.3 -0.7
Ru 0.090 -0.270 0.479 2.1 3.6 0.5
C -0.863 1.486 -0.176 -1.3 1.6 -1.3
C 0.488 2.035 -0.544 0.8 0.3 -0.6
C 0.747 3.090 -1.377 -0.3 -0.9 0.7
N 1.422 1.172 0.040 0.9 1.0 -0.7
H -2.019 -2.093 1.507 0.3 0.2 -0.1
H -2.229 -1.339 -1.088 0.3 0.0 0.2
H 0.582 -2.785 1.969 -0.1 0.3 -0.2
H 1.958 -2.446 -0.350 -0.2 0.2 0.1
H 0.226 -1.526 -2.233 0.0 0.0 0.3
H -1.561 1.407 -1.011 -0.1 0.5 0.0
H 2.419 1.275 -0.123 -0.1 0.6 -0.2
H -1.281 1.972 0.716 0.0 -0.2 -0.4
H -0.097 3.565 -1.867 0.3 0.2 0.1
H 1.770 3.419 -1.541 -0.1 0.0 -0.2
N -0.129 0.801 3.414 0.0 -0.4 -1.1
C -0.067 0.332 2.339 -0.2 1.1 5.5
```
Positions in Å, forces in eV/Å.

Results
Gap between HOMO and LUMO (alpha / beta) in Ha: 0.1718 / 0.2433
Multiplicity: 6
Highest occupied orbital energy (alpha / beta) in Ha: -0.03144 / -0.13779
E_LUMO (alpha / beta) in eV: 3.819 / 2.871
Charge: -1


[9]
The following is a quantum chemistry calculation of the ion C9H10N3 with charge +1 in a non-equilibrium geometry, from the Open Molecules 2025 dataset.

```
22
Properties=species:S:1:pos:R:3:forces:R:3
C -2.405 -2.149 -0.784 -0.1 -0.1 -0.2
C -1.302 -2.114 0.194 0.4 0.2 0.1
C -0.091 -1.583 -0.045 -0.5 0.2 -0.4
C 0.953 -1.580 0.932 0.3 -0.7 0.1
N 2.137 -1.124 0.807 0.6 -0.7 0.7
C 2.610 -0.140 0.035 -1.2 0.9 0.1
C 1.762 0.896 -0.146 0.3 -0.4 -0.2
C 0.703 1.516 0.080 -0.1 0.7 -0.2
C -0.460 2.084 0.302 -0.2 0.0 0.1
N -0.683 3.537 0.079 0.1 0.0 -0.1
C 3.964 -0.127 -0.384 0.3 -0.1 -0.1
N 5.053 -0.063 -0.729 0.3 0.0 -0.1
H -2.121 -1.711 -1.738 0.0 0.0 0.0
H -2.709 -3.184 -0.940 -0.1 -0.1 -0.1
H -3.283 -1.634 -0.391 0.0 0.0 0.0
H -1.517 -2.551 1.160 0.1 0.0 0.2
H 0.127 -1.154 -1.015 0.0 0.0 -0.1
H 0.774 -2.130 1.850 -0.1 0.0 0.1
H -1.320 1.548 0.658 -0.2 0.0 0.1
H -1.078 3.976 0.924 0.2 0.0 -0.3
H -1.333 3.705 -0.704 0.2 0.0 0.2
H 0.218 3.983 -0.143 -0.3 0.0 0.1
```
Positions in Å, forces in eV/Å.

Results
Structure (SMILES): C/C=C/C=N\C(=C=C=C[NH3+])C#N
Gap between HOMO and LUMO (alpha / beta) in Ha: 0.2746 / 0.2746
Highest occupied orbital energy (alpha / beta) in Ha: -0.44591 / -0.44589
E_LUMO (alpha / beta) in eV: -4.661 / -4.661
Charge: +1


[10]
The following is a quantum chemistry calculation of the ion C9H10N3O3 with charge +1 in a non-equilibrium geometry, from the Open Molecules 2025 dataset.

```
25
Properties=species:S:1:pos:R:3:forces:R:3
C -2.568 -0.796 -2.515 0.4 -0.5 -1.1
C -1.570 -1.435 -0.221 0.6 2.0 1.4
C -1.829 -1.021 1.170 -1.4 -1.2 0.4
C -0.279 0.801 1.108 -1.6 -0.2 0.7
C 2.406 0.078 -1.262 -0.3 0.1 2.2
C 2.734 0.838 0.012 1.6 1.0 -0.4
C -2.097 -0.450 -1.219 1.1 2.0 1.0
C -0.507 -0.583 -0.808 -3.3 -0.3 -1.6
C 1.697 -0.164 0.067 0.8 -0.3 -0.8
N -2.924 -1.029 -3.584 0.0 0.0 0.4
N -1.306 0.021 1.686 4.2 1.2 -0.6
N 0.240 1.893 1.822 -1.8 -1.4 -0.5
O 1.018 2.631 1.297 0.9 0.9 -0.3
O -0.257 2.001 2.939 0.1 0.2 0.7
O 0.298 0.352 -0.107 -0.4 0.8 1.7
H -1.615 -2.443 -0.477 0.1 -1.7 -0.1
H -2.508 -1.565 1.790 -0.3 -0.3 0.3
H 1.616 0.500 -1.819 0.1 0.8 -1.5
H 3.081 -0.638 -1.684 0.1 -0.2 -0.2
H 3.658 0.549 0.488 0.1 -0.8 0.1
H 2.715 1.899 0.227 -0.9 -0.1 -0.7
H -2.749 0.371 -0.824 1.1 -0.5 0.0
H 0.147 -1.026 -1.476 0.7 -0.8 -1.6
H 1.777 -1.015 0.702 -0.5 -0.6 0.3
H -1.176 0.232 2.689 -1.4 0.1 0.2
```
Positions in Å, forces in eV/Å.

Results
Gap between HOMO and LUMO (alpha / beta) in Ha: 0.2910 / 0.2911
Highest occupied orbital energy (alpha / beta) in Ha: -0.47274 / -0.47278
E_LUMO (alpha / beta) in eV: -4.946 / -4.944
Charge: +1


[11]
The following is a quantum chemistry calculation of an isolated molecule of C9H10N4 in a non-equilibrium geometry, from the Open Molecules 2025 dataset.

```
23
Properties=species:S:1:pos:R:3:forces:R:3
C -0.980 1.062 -0.090 -1.7 0.0 -0.5
C -0.966 -0.257 -0.305 1.8 -1.9 -0.4
C 1.189 0.681 -0.275 -1.1 0.3 0.4
C 2.575 1.156 -0.662 -0.4 -0.7 0.2
C 3.281 -1.436 0.213 0.2 1.1 0.9
C 0.751 -1.908 -0.194 3.6 2.4 -0.1
C 4.097 -0.288 0.330 -3.0 -5.1 -0.6
C -2.152 1.987 0.057 -1.1 -2.0 -1.0
C -2.996 -1.231 0.418 -1.6 1.0 1.3
N 0.278 1.583 -0.058 2.4 -0.5 -0.7
N 3.758 0.817 -0.341 -0.9 2.3 -1.3
N 0.507 -0.635 -0.401 -1.4 -0.1 0.8
N -1.853 -1.316 -0.383 1.4 2.3 -0.8
H 2.373 1.942 -1.380 0.7 0.5 0.1
H 3.691 -2.407 0.512 -0.2 0.3 0.0
H 5.113 -0.456 0.626 0.5 0.3 0.4
H -1.849 2.625 0.796 0.6 2.2 1.7
H -2.515 2.555 -0.844 0.5 -0.8 0.8
H -2.960 1.390 0.531 0.2 0.9 -0.7
H -3.637 -2.001 0.058 -1.3 -0.1 -0.3
H -2.836 -1.484 1.466 0.4 0.1 0.4
H -3.442 -0.174 0.425 0.3 -2.1 -0.4
H -1.427 -2.206 -0.499 0.3 -0.6 0.0
```
Positions in Å, forces in eV/Å.

Results
Gap between HOMO and LUMO (alpha / beta) in Ha: 0.2739 / 0.2745
Highest occupied orbital energy (alpha / beta) in Ha: -0.30217 / -0.30250
E_LUMO (alpha / beta) in eV: -0.770 / -0.763


[12]
The following is a quantum chemistry calculation of the ion C9H10NO3S with charge -1 in a non-equilibrium geometry, from the Open Molecules 2025 dataset.

```
24
Properties=species:S:1:pos:R:3:forces:R:3
C 3.039 -0.955 -0.702 -1.3 -0.1 1.8
S 1.460 -0.616 -1.642 -0.4 0.1 1.1
O 0.966 -1.966 -1.882 -0.1 0.1 -0.1
O 1.859 0.182 -2.780 0.2 -0.3 -0.4
C 0.278 0.359 -0.750 4.4 1.1 -2.1
C 0.945 1.761 -0.795 -1.6 -1.9 0.0
N -0.076 2.665 -0.923 -2.7 -2.4 -1.6
O 2.126 2.057 -0.778 -0.2 0.1 0.5
C -0.705 -0.089 0.138 -0.5 0.8 0.5
C -1.436 0.828 0.932 0.3 0.4 0.9
C -2.221 0.370 1.968 -0.6 1.4 -0.7
C -2.660 -0.918 2.094 0.7 -1.5 0.7
C -1.958 -1.837 1.352 2.1 0.2 -2.9
C -0.994 -1.422 0.358 -2.4 -0.1 2.4
H 3.869 -0.784 -1.398 -0.3 -0.8 0.1
H 3.230 -0.304 0.195 -0.6 -0.1 -1.1
H 2.782 -1.967 -0.228 1.1 1.1 -1.2
H -0.817 2.300 -1.608 1.5 0.9 1.8
H 0.106 3.600 -0.980 0.9 2.9 -0.3
H -1.325 1.917 0.833 0.3 -0.8 0.1
H -2.532 1.099 2.679 -0.7 0.6 0.4
H -3.384 -1.229 2.827 -0.1 0.0 0.3
H -1.963 -2.912 1.362 -0.9 -0.3 0.6
H -0.586 -2.138 -0.272 0.9 -1.3 -0.7
```
Positions in Å, forces in eV/Å.

Results
Structure (SMILES): CS(=O)(=O)/C(=C(/N)[O-])c1ccccc1
Gap between HOMO and LUMO in Ha: 0.2504
Highest occupied orbital energy in Ha: -0.11660
E_LUMO in eV: 3.640
Charge: -1